C2H10O2Si2 | ωB97M-V/def2-TZVPD

The geometry in XYZ format:
```
16
Properties=species:S:1:pos:R:3
C -1.034 -1.438 -1.767
Si -1.255 0.410 -1.241
O 0.282 0.700 -0.695
Si 1.192 0.108 0.557
C 1.220 1.463 1.930
O 0.269 -1.236 1.081
H -0.307 -1.780 -1.107
H -1.974 -1.968 -1.692
H -0.713 -1.695 -2.743
H -1.337 1.346 -2.238
H -2.054 0.269 0.057
H 2.482 -0.309 -0.146
H 2.262 1.474 2.209
H 1.094 2.384 1.475
H 0.483 1.281 2.809
H -0.610 -1.009 1.510
```

Computed properties:
Largest force on an atom: 0.095 hartree/bohr
Molecular weight: 122.27 g mol⁻¹
Energy relative to the best compared isomer or geometry (same formula, charge and spin): 29.67 kcal/mol
Highest occupied orbital energy: -10.00 eV